# 1
Density functional theory data (wB97M-V/def2-TZVPD) for a molecular structure, C58H47BiNOP3S.

Computed properties:
Total charge: 0
Largest force on an atom: 0.64 eV Å⁻¹
E_HOMO: -6.901 eV
Kohn-Sham gap: 6.835 eV
Energy relative to the best compared isomer or geometry (same formula, charge and spin): 7.9 kcal/mol
E_tot: -4005.1567 a.u.

CARTESIAN COORDINATES (ANGSTROEM)
1 Bi -0.75895 -0.45993 0.23307
2 S -2.15082 -0.14439 9.49869
3 P -0.93756 0.80909 -2.96019
4 P 1.46161 -1.76561 -1.99652
5 P -0.93988 2.10790 0.92471
6 O -2.98827 -2.63020 9.11600
7 N -2.48509 2.02093 -0.62947
8 C -1.94519 -0.32633 7.75079
9 C 0.13341 2.24608 2.43060
10 C -1.47002 -2.75086 -4.97362
11 C 3.98378 -1.32144 -5.17071
12 C 2.27519 2.16535 -5.08874
13 C 5.07550 -0.64004 -4.64685
14 C -2.73237 0.07211 5.51528
15 C 1.74986 2.44291 -6.34025
16 C 2.92751 -1.67738 -4.34949
17 C -2.75720 -1.29043 -2.99746
18 C 2.09269 -1.78215 -0.27309
19 C -1.61032 -0.76424 -3.60028
20 C -3.39225 2.08989 0.37524
21 C -1.28141 -0.72102 2.37971
22 C 1.89237 -5.77249 -2.96190
23 C -0.34265 -5.39139 -2.16879
24 C -0.26685 3.51153 0.00674
25 C 2.18662 -4.42755 -2.79012
26 C -2.62729 2.30291 1.64430
27 C 1.82323 -1.14724 2.03580
28 C 3.26451 -2.46437 0.06922
29 C 1.21828 -3.55080 -2.30629
30 C -1.61571 -0.58605 4.99906
31 C -4.52058 1.88217 -1.53373
32 C 0.10997 1.39402 -4.33827
33 C 1.36062 -1.12422 0.71753
34 C -2.89560 0.19902 6.88380
35 C 4.04075 -0.68253 -2.47311
36 C -3.19329 -1.86773 11.37354
37 C 0.72637 3.31211 -0.94497
38 C 1.50151 2.02487 2.28584
39 C -2.61237 -3.26164 -4.37391
40 C 0.72682 5.66306 -1.44305
41 C -0.05114 -4.04535 -2.00989
42 C 1.45705 1.64134 -4.09560
43 C 0.40642 2.19382 -6.59976
44 C 5.09624 -0.31499 -3.29957
45 C 3.00205 -1.79715 2.35639
46 C 0.62983 -6.25699 -2.64806
47 C 0.50958 2.66968 4.78366
48 C -0.83131 -0.98492 7.24274
49 C -3.15965 1.92019 -1.80345
50 C -2.40483 1.93132 -3.09400
51 C -0.40574 1.67536 -5.60463
52 C -1.42014 -0.67577 3.58192
53 C 3.72283 -2.46757 1.37202
54 C 1.22047 4.38708 -1.67023
55 C 2.36445 2.12112 3.36645
56 C -2.82922 -1.75165 9.91439
57 C -0.34741 2.58273 3.69526
58 C 2.94869 -1.37919 -2.98421
59 C -0.97545 -1.51201 -4.59151
60 C 1.86812 2.43839 4.62290
61 C -4.67706 1.99996 -0.12432
62 C -0.66860 -1.11759 5.87601
63 C -0.26091 5.86288 -0.48812
64 C -0.75938 4.79103 0.23655
65 C -3.25628 -2.52572 -3.38902
66 H 3.17586 -4.06137 -3.03532
67 H -1.53951 4.95764 0.96916
68 H 1.25379 -0.66677 2.81986
69 H 0.11179 2.91526 5.76053
70 H 2.65324 -6.44381 -3.33959
71 H 5.93979 0.22070 -2.88272
72 H -5.30939 1.80569 -2.26804
73 H 1.90748 1.76535 1.31291
74 H -0.09600 -1.39530 7.92205
75 H -2.74838 3.29364 2.09273
76 H -2.92717 -2.86402 11.72097
77 H 0.40260 -7.30663 -2.78388
78 H -1.40305 2.75807 3.85423
79 H -2.74804 1.55275 2.42746
80 H 1.10793 6.50130 -2.01172
81 H 2.07925 -2.20573 -4.76993
82 H 1.10282 2.31482 -1.13726
83 H -0.08697 -1.11996 -5.07250
84 H -0.82746 -3.36402 -1.67589
85 H 3.81841 -2.99443 -0.69734
86 H 2.53599 2.50654 5.47212
87 H 1.98218 4.22088 -2.42145
88 H -2.70639 -1.10959 11.98428
89 H 0.19538 -1.62960 5.47356
90 H 2.38283 2.85335 -7.11687
91 H 3.32096 2.35142 -4.88024
92 H -2.99775 -4.22849 -4.67176
93 H 3.42253 1.93739 3.22780
94 H -3.04755 1.66354 -3.93435
95 H -1.99450 2.92688 -3.29646
96 H -3.47163 0.47793 4.83700
97 H 1.87211 1.41876 -3.11942
98 H 4.63192 -2.99760 1.62632
99 H 3.95219 -1.57073 -6.22370
100 H -0.00633 2.40911 -7.57715
101 H -1.45217 1.48350 -5.81257
102 H 4.07580 -0.42783 -1.42133
103 H -5.60345 2.02683 0.42745
104 H -3.27902 -0.71959 -2.23621
105 H -0.65090 6.85669 -0.31012
106 H 5.90109 -0.36145 -5.28898
107 H -4.27396 -1.74808 11.46171
108 H -3.76451 0.70379 7.28527
109 H -0.96109 -3.31937 -5.74237
110 H 3.35119 -1.79835 3.38192
111 H -4.15367 -2.91012 -2.91999
112 H -1.33377 -5.75890 -1.93520

Results of the Mulliken charge analysis, in e, for atoms 1 through 99:
1. Bi 1.420
2. S -0.214
3. P 2.141
4. P 1.785
5. P 0.467
6. O -0.517
7. N 0.244
8. C -0.044
9. C 1.294
10. C -0.556
11. C -0.866
12. C -0.881
13. C -0.631
14. C -0.335
15. C -0.729
16. C -0.614
17. C -0.765
18. C -0.124
19. C 0.409
20. C -0.023
21. C -1.392
22. C -0.715
23. C -0.702
24. C 0.623
25. C -0.291
26. C -0.475
27. C 0.131
28. C -0.117
29. C 0.533
30. C 0.670
31. C -0.873
32. C -0.174
33. C -0.554
34. C -0.577
35. C -0.526
36. C -1.083
37. C 0.256
38. C -0.685
39. C -0.662
40. C -0.671
41. C -0.717
42. C -0.082
43. C -0.826
44. C -0.725
45. C -0.929
46. C -0.601
47. C -0.568
48. C -0.477
49. C -0.466
50. C -0.705
51. C 0.036
52. C 0.174
53. C -0.935
54. C -0.754
55. C -0.832
56. C 0.741
57. C -0.317
58. C 0.019
59. C -0.604
60. C -0.745
61. C -1.400
62. C -0.378
63. C -0.708
64. C -0.504
65. C -0.792
66. H 0.381
67. H 0.339
68. H 0.407
69. H 0.446
70. H 0.422
71. H 0.424
72. H 0.493
73. H 0.354
74. H 0.446
75. H 0.560
76. H 0.306
77. H 0.385
78. H 0.200
79. H 0.076
80. H 0.393
81. H 0.529
82. H 0.341
83. H 0.280
84. H 0.220
85. H 0.435
86. H 0.402
87. H 0.447
88. H 0.364
89. H 0.547
90. H 0.403
91. H 0.514
92. H 0.388
93. H 0.490
94. H 0.461
95. H 0.507
96. H 0.516
97. H 0.314
98. H 0.419
99. H 0.436

# 2
Density functional theory data (wB97M-V/def2-TZVPD) for 9 unconnected molecules or ions with the total composition C58H47F8NO2.

Computed properties:
Total charge: 0
Largest force on an atom: 4.46 eV Å⁻¹
E_HOMO: -8.872 eV
Kohn-Sham gap: 7.699 eV
E_tot: -3242.3040 a.u.
SMILES: Nc1ccc2c(c1)C(=O)C=CC2=O.Fc1ccccc1.Fc1ccccc1.Fc1ccccc1.Fc1ccccc1.Fc1ccccc1.Fc1ccccc1.Fc1ccccc1.Fc1ccccc1

CARTESIAN COORDINATES (ANGSTROEM)
1 F -2.85082 -0.42967 6.11416
2 F -4.30587 -2.00554 -4.02331
3 F -0.75350 -6.70205 -2.04039
4 F -0.81118 2.11320 -3.16980
5 F 5.41239 -5.53198 -6.52302
6 F 1.58415 -0.51226 -0.43028
7 F 8.45258 0.22835 -8.68778
8 F -3.37868 4.71684 6.90892
9 O -0.99714 9.09850 3.13693
10 O -0.22263 3.92530 3.83543
11 N 5.12515 5.94335 3.94045
12 C -5.76492 -0.89805 4.01678
13 C -0.20108 -3.47334 -2.65226
14 C 4.36730 -3.74736 -3.55034
15 C -2.21604 -6.42467 1.26031
16 C -0.79011 -8.26154 -0.27446
17 C 2.07131 8.52095 3.60364
18 C -1.69809 7.17120 4.56440
19 C -0.81995 2.57942 -1.90811
20 C -1.84676 3.41576 -1.49911
21 C 6.07837 -3.09441 -8.23325
22 C 0.19118 2.70255 0.26251
23 C -5.97080 1.15012 -4.64763
24 C -3.39006 0.10724 -4.52281
25 C 2.55464 5.42067 4.14316
26 C 6.41784 -4.93709 -3.09597
27 C 7.06114 -1.09219 -7.31973
28 C -0.83722 3.53872 0.68636
29 C -3.93535 1.20907 8.97944
30 C -4.49106 -0.70466 -4.30218
31 C 0.88290 7.54410 3.80848
32 C 3.71141 6.42397 3.92088
33 C -0.16731 -1.20033 -1.85091
34 C -0.76737 -2.20233 -2.60715
35 C 1.00004 -1.47950 -1.15675
36 C -0.63898 8.06903 3.75837
37 C 6.70572 -2.85012 -9.45171
38 C 7.67656 -0.85724 -8.53923
39 C -1.53004 5.78974 4.82503
40 C 5.40482 -5.06478 -5.26522
41 C -2.54589 3.08926 8.39928
42 C 1.57576 -2.73983 -1.19830
43 C -4.98436 -0.61952 5.13395
44 C -5.15793 -1.26820 2.82006
45 C -3.56111 3.56823 7.58741
46 C -2.98850 -1.06645 3.85039
47 C 6.25271 -2.21435 -7.16662
48 C -1.82875 -6.09477 -0.03427
49 C -1.16826 -8.58658 1.02420
50 C 1.11100 6.00754 4.06047
51 C 0.96925 -3.74461 -1.94588
52 C -0.20202 5.12111 4.21614
53 C -1.88362 -7.66851 1.78943
54 C -3.77008 -1.35553 2.73640
55 C -4.94661 1.69710 8.15570
56 C 5.38936 -4.10036 -2.67245
57 C 3.50637 7.95246 3.63776
58 C 0.19733 2.21513 -1.04020
59 C -1.12251 -7.01820 -0.78877
60 C 6.42322 -5.42690 -4.39782
61 C -4.76036 2.88664 7.45979
62 C 4.37804 -4.22803 -4.85576
63 C -2.73702 1.90544 9.10367
64 C -3.60421 -0.70379 5.03812
65 C -5.77992 -0.19828 -4.36380
66 C -4.87097 1.97384 -4.87703
67 C -1.85843 3.89381 -0.19246
68 C -3.58185 1.45240 -4.81724
69 C 7.50499 -1.72247 -9.60798
70 H 7.99381 -1.51219 -10.55206
71 H -6.84562 -0.82635 4.07931
72 H -2.62843 7.71069 4.93364
73 H 7.21530 -5.20779 -2.41218
74 H -6.62339 -0.85640 -4.19054
75 H -0.84462 3.91537 1.70418
76 H -1.61571 3.64004 8.47673
77 H 5.76046 -2.40341 -6.21907
78 H 5.75044 6.68403 3.59271
79 H 4.42099 8.62756 3.45917
80 H 7.21550 -0.40062 -6.49964
81 H -5.87853 1.15080 8.05703
82 H -1.95181 1.52617 9.74871
83 H -0.90674 -9.55389 1.43945
84 H -6.97468 1.55872 -4.69077
85 H 5.38272 -3.72142 -1.65530
86 H -5.76659 -1.48962 1.94916
87 H -5.53881 3.28613 6.82011
88 H 0.98777 2.43026 0.94676
89 H -2.77673 -5.71225 1.85614
90 H -5.44014 -0.33846 6.07577
91 H -2.62818 3.68772 -2.19952
92 H 6.57222 -3.53825 -10.27968
93 H -0.59943 -0.20847 -1.79751
94 H 7.21127 -6.08643 -4.74176
95 H -2.72649 2.09366 -4.99997
96 H -2.07109 -5.12766 -0.45943
97 H -0.24028 -8.96589 -0.88782
98 H 5.34519 5.84752 4.95427
99 H -4.08314 0.28279 9.52524
100 H -0.67175 -4.25587 -3.23864
101 H -2.28149 5.16468 5.43015
102 H 5.45242 -3.97092 -8.11312
103 H 2.49079 -2.92940 -0.64870
104 H -5.02084 3.02486 -5.10269
105 H 3.59558 -3.95750 -5.55559
106 H 0.98501 1.55633 -1.38375
107 H -2.66139 4.54260 0.14079
108 H -1.90720 -1.12098 3.80200
109 H -2.18202 -7.92466 2.80100
110 H 1.40708 -4.73666 -1.97891
111 H 1.95032 9.64942 3.42962
112 H -1.67605 -1.99242 -3.16081
113 H 2.66332 4.31144 4.35466
114 H 3.56453 -3.09830 -3.21739
115 H -2.39292 -0.31283 -4.46375
116 H -3.29885 -1.64772 1.80404

Results of the Mulliken charge analysis, in e, for atoms 1 through 99:
1. F -0.279
2. F -0.305
3. F -0.303
4. F -0.353
5. F -0.361
6. F -0.314
7. F -0.314
8. F -0.388
9. O -0.555
10. O -0.631
11. N -0.630
12. C -0.396
13. C -1.023
14. C -0.125
15. C -0.470
16. C -0.478
17. C -0.571
18. C -0.395
19. C 0.141
20. C -0.389
21. C -0.342
22. C -0.725
23. C -0.357
24. C -0.305
25. C -0.551
26. C -0.407
27. C -0.589
28. C -0.184
29. C -0.515
30. C 0.511
31. C 0.257
32. C 0.546
33. C -0.212
34. C -0.066
35. C 0.589
36. C 0.253
37. C -0.448
38. C 0.289
39. C -0.241
40. C 0.360
41. C -0.383
42. C -0.828
43. C -0.125
44. C -0.523
45. C 0.434
46. C -0.495
47. C -0.015
48. C -0.207
49. C -0.378
50. C 0.619
51. C -0.418
52. C 0.374
53. C -0.485
54. C -0.488
55. C -0.496
56. C -0.607
57. C -0.508
58. C -0.177
59. C 0.321
60. C -0.534
61. C -0.410
62. C -0.529
63. C -0.409
64. C 0.288
65. C -0.452
66. C -0.571
67. C -0.666
68. C -0.501
69. C -0.408
70. H 0.400
71. H 0.357
72. H 0.343
73. H 0.370
74. H 0.416
75. H 0.400
76. H 0.430
77. H 0.275
78. H 0.285
79. H 0.199
80. H 0.408
81. H 0.511
82. H 0.374
83. H 0.354
84. H 0.363
85. H 0.390
86. H 0.377
87. H 0.415
88. H 0.444
89. H 0.412
90. H 0.360
91. H 0.472
92. H 0.361
93. H 0.381
94. H 0.442
95. H 0.431
96. H 0.473
97. H 0.405
98. H 0.276
99. H 0.379